Entry 1:
Below is 10 unconnected molecules or ions with the total composition C25H46Cl10N2O11, with properties calculated with ωB97M-V/def2-TZVPD.

## Properties
multiplicity = 1
SMILES = O=C1OCCO1.O=C1OCCO1.O=C1OCCO1.CNC(C)=O.CNC(C)=O.ClCCCl.ClCCCl.ClCCCl.ClCCCl.ClCCCl
total charge = 0

```
94
Properties=species:S:1:pos:R:3:mulliken_charge:R:1
Cl -1.660 -4.042 -1.890 -0.117
Cl -3.314 0.716 3.046 -0.210
Cl 2.402 -3.085 1.537 -0.105
Cl 5.375 -2.144 -0.212 -0.167
Cl -5.470 -1.676 1.859 -0.196
Cl -1.514 -4.308 2.931 -0.174
Cl 1.420 1.816 6.415 -0.199
Cl -0.039 1.982 3.410 -0.076
Cl -4.843 -4.779 -1.531 -0.204
Cl 2.510 -2.008 -3.446 -0.167
O -4.043 4.481 -3.293 -0.669
O 0.401 4.417 -0.857 -0.613
O -0.585 -2.055 -5.858 -0.341
O 6.169 0.493 2.972 -0.383
O 0.051 -4.200 -5.561 -0.531
O 7.431 -1.380 2.890 -0.525
O 2.239 5.475 -0.125 -0.373
O -1.697 -0.670 -0.235 -0.524
O -2.061 -3.555 -5.145 -0.359
O 5.243 -1.491 3.360 -0.371
O 1.247 3.952 1.160 -0.202
N 0.456 -0.076 -0.605 0.133
N -2.201 3.873 -2.127 0.025
C -2.803 -2.352 -5.223 0.015
C -0.918 -0.587 -2.508 -1.211
C -2.610 2.515 -1.881 -0.805
C 4.140 -0.549 3.312 0.207
C -0.779 -3.351 -5.525 0.707
C -2.980 4.771 -2.773 0.792
C 3.234 -2.473 -1.885 0.105
C 1.215 4.614 -0.015 0.480
C -3.977 -3.629 -0.495 -0.197
C -2.416 6.175 -2.810 -1.081
C 2.968 5.519 1.102 -0.393
C -3.862 0.468 1.354 0.387
C -2.501 -3.930 -0.336 0.590
C -0.064 0.949 5.936 -0.641
C 4.854 0.784 3.452 0.248
C -4.055 -0.989 1.030 0.196
C 0.646 -3.502 1.555 0.176
C 2.398 4.341 1.914 0.250
C 0.271 -4.087 2.891 -0.421
C -0.776 -0.462 -1.015 0.160
C 6.388 -0.851 3.059 0.616
C 0.792 0.161 0.783 -0.041
C -0.019 0.555 4.474 0.118
C 4.577 -1.769 -1.757 -0.479
C -1.838 -1.361 -5.910 -0.223
H -2.077 -3.147 0.289 -0.862
H -0.852 -0.083 4.190 0.250
H 4.415 1.560 2.830 -0.164
H -1.711 -0.449 -5.336 0.189
H 2.091 4.620 2.920 0.341
H -2.815 6.702 -1.936 0.250
H -1.951 -0.796 -2.772 0.109
H 0.140 -2.555 1.359 -0.354
H 3.090 3.505 2.014 -0.261
H 1.305 1.122 0.845 0.414
H 1.145 0.142 -1.304 0.323
H 0.920 0.035 4.285 -0.139
H -0.103 0.262 1.386 -0.026
H 3.499 -0.817 4.147 0.247
H -2.769 6.712 -3.683 0.345
H -3.064 0.891 0.747 -0.600
H 4.446 -0.693 -1.842 0.278
H 2.535 -2.142 -1.124 -0.299
H -1.329 6.172 -2.735 0.273
H 2.830 6.475 1.604 0.260
H -3.111 -2.018 -4.234 -0.006
H -0.259 -1.348 -2.925 0.347
H 3.634 -0.700 2.361 -0.229
H 0.426 -4.130 0.695 0.321
H 3.351 -3.550 -1.817 0.396
H 4.027 5.401 0.883 0.320
H -2.980 2.388 -0.858 0.298
H 0.722 -5.064 3.040 0.382
H -1.770 1.838 -2.034 0.092
H -2.346 -4.867 0.196 0.500
H 5.243 -2.101 -2.548 0.373
H 4.912 1.130 4.484 0.264
H -0.125 0.059 6.556 0.395
H -2.125 -1.185 -6.943 0.270
H -1.325 4.206 -1.754 0.268
H 0.517 -3.435 3.721 0.258
H -3.178 -1.573 1.288 0.062
H -0.656 0.362 -2.990 0.542
H -4.195 -1.108 -0.045 -0.019
H -0.913 1.598 6.127 0.349
H -3.421 2.250 -2.555 0.347
H -4.461 -3.613 0.481 0.252
H -4.086 -2.635 -0.930 0.017
H -3.685 -2.519 -5.839 0.337
H -4.767 1.041 1.163 0.543
H 1.423 -0.639 1.168 -0.461
```

---

Entry 2:
Below is 2 unconnected molecules or ions with the total composition C4H12, with properties calculated with ωB97M-V/def2-TZVPD.

## Properties
multiplicity = 1
SMILES = CC.CC
relative energy (zero: lowest compared OMol25 entry of this formula, charge and spin) = 111.9 kJ/mol
total charge = 0

```
16
Properties=species:S:1:pos:R:3:nbo_charge:R:1
C 1.304 2.163 0.517 -0.631
C -2.005 -0.890 -0.836 -0.632
C 1.738 0.698 0.380 -0.628
C -1.147 -1.923 -0.150 -0.648
H -1.666 0.099 -0.541 0.209
H 1.879 0.091 1.296 0.206
H 0.547 2.461 -0.215 0.212
H -0.374 -1.684 0.585 0.214
H 2.063 2.762 -0.037 0.206
H 1.161 2.513 1.516 0.214
H -0.711 -2.769 -0.679 0.213
H 1.019 0.096 -0.166 0.213
H -3.003 -0.900 -0.395 0.218
H -1.672 -2.527 0.626 0.207
H -1.888 -0.873 -1.906 0.219
H 2.755 0.683 0.005 0.208
```

---

Entry 3:
Below is C24H45N3O7P2S in the gas phase, with properties calculated with ωB97M-V/def2-TZVPD.

## Properties
multiplicity = 1
SMILES = [H]/N=C/C[C@](O[C@@](S)(OC[C@@H](C)O)P(O)O)([PH2]=O)[C@H]([C@@H](C)CC)N(CNC)C[C@@H](C)OCc1ccccc1
total charge = 0

```
82
Properties=species:S:1:pos:R:3:mulliken_charge:R:1
S -0.542 3.086 -4.198 -0.151
P 2.312 0.932 -1.863 0.514
P -1.429 4.521 -1.674 0.187
O -4.631 2.334 -1.225 -0.557
O -1.086 5.659 -2.825 -0.448
O -2.146 2.012 -2.192 0.351
O 0.099 2.327 -1.669 -0.159
O -0.308 4.810 -0.491 -0.404
O 3.655 -2.316 1.329 -0.462
O 2.697 1.386 -3.217 -0.784
N -1.415 -2.438 -0.775 0.077
N 1.467 -1.122 -4.329 -0.559
N 0.498 -1.116 -0.136 2.428
C 2.575 -3.179 -0.612 -1.376
C -0.098 0.019 -2.801 -0.183
C 2.841 -0.173 5.057 -0.542
C 1.742 -2.175 5.649 -0.569
C -4.377 0.113 -2.204 -1.115
C 2.347 -2.594 0.774 0.001
C 2.337 -2.804 4.583 -0.390
C 1.258 2.002 1.217 -1.665
C 3.451 -0.801 4.001 -0.030
C -2.338 1.368 1.929 -1.382
C -4.460 1.611 -2.453 -0.074
C 3.205 -2.133 3.735 0.800
C 3.840 -2.912 2.599 -1.182
C 0.430 0.943 -1.655 0.760
C -0.003 1.145 0.976 0.622
C -0.048 0.257 -0.297 -1.197
C -0.975 2.753 -2.399 -0.166
C 1.636 -1.206 0.771 -1.288
C -0.613 -1.934 0.345 -1.462
C 0.819 -1.128 -3.242 -0.720
C -2.417 -3.417 -0.314 -0.986
C -1.247 2.095 1.083 0.409
C 1.983 -0.837 5.913 -0.590
C -3.186 2.185 -3.129 -0.775
H -3.392 -2.918 -0.250 0.241
H 3.517 -3.965 2.611 0.419
H 1.070 -2.704 6.323 0.365
H 1.588 -3.481 -1.005 0.235
H -0.991 3.003 1.635 0.491
H 0.834 -2.000 -2.573 0.337
H 0.586 4.649 -0.836 0.335
H -3.039 1.584 -4.039 0.231
H 2.095 -3.854 4.420 0.303
H 1.488 2.712 0.418 -0.026
H -0.753 -2.945 -1.356 0.316
H -0.123 5.733 -2.935 0.338
H 2.837 -0.328 -1.504 -0.116
H 2.892 1.864 -0.964 0.026
H -1.005 -0.493 -2.446 -0.011
H 1.334 -1.066 1.828 -0.005
H -3.657 -0.074 -1.401 0.026
H -2.700 0.534 1.304 0.154
H -1.250 -1.394 1.070 0.274
H -3.172 2.032 2.176 0.446
H -5.305 1.911 -3.093 0.590
H 1.519 -0.356 6.767 0.425
H 2.988 -2.472 -1.334 0.224
H -5.349 2.966 -1.323 0.309
H -0.248 -2.822 0.898 0.599
H -3.413 3.231 -3.369 0.428
H 4.925 -2.944 2.782 0.426
H 2.173 1.436 1.433 0.058
H -2.163 -3.804 0.687 0.345
H -2.471 -4.265 -1.003 0.360
H 1.069 2.610 2.113 0.617
H -5.359 -0.204 -1.823 0.417
H 2.427 -0.476 0.591 0.544
H -1.717 2.284 0.116 -0.625
H -4.199 -0.471 -3.111 0.367
H 1.829 -3.275 1.460 0.633
H 3.145 -4.113 -0.547 0.432
H -1.123 0.108 -0.484 -0.250
H 4.125 -0.229 3.364 0.360
H 1.992 -1.988 -4.452 0.302
H -1.523 3.893 -4.646 0.214
H -1.922 0.907 2.833 0.373
H 3.044 0.876 5.271 0.386
H -0.373 0.532 -3.729 0.595
H -0.102 0.501 1.862 0.556
```

---

Quick rundown of molecular weight, same order as above: 905.2; 60.1; 581.7 g mol⁻¹
Quick rundown of strongest force on any atom, same order as above: 1.01; 3.44; 3.20 eV/A
Quick rundown of lowest unoccupied orbital energy, same order as above: -0.212; 1.156; 0.496 eV